[1]
The following is a DFT calculation (ωB97M-V with the def2-TZVPD basis set) of C12H18IN5O2PdSe2 as an isolated structure.

Last column: Löwdin spin population.
Geometry (Å):
I -0.779 -0.246 6.834  0.001
Pd -0.274 0.416 0.135  1.036
Se 2.165 0.584 0.017  0.275
Se -1.390 -1.706 -0.158  0.423
O 1.898 -2.675 -3.455  0.000
O 1.297 -2.130 1.335  0.018
N -4.555 3.570 -1.534  0.000
N 0.881 0.148 3.020  0.004
N -2.520 4.662 -1.586  -0.001
N -1.256 2.372 -0.671  0.046
N -0.346 0.577 2.704  0.031
C 1.470 -2.208 -1.121  0.014
C 0.989 -0.188 4.312  0.001
C -0.039 -2.206 -1.494  0.057
C -0.246 0.042 4.882  0.002
C -1.042 0.518 3.830  0.003
C -3.198 3.549 -1.351  0.002
C 2.160 -0.840 -1.343  0.041
C 1.775 -2.866 0.225  0.001
C -2.554 2.385 -0.889  0.006
C -0.559 3.494 -0.906  0.004
C -1.207 4.623 -1.358  0.001
C 2.129 -3.164 -2.142  0.000
H 1.114 -2.747 2.050  0.000
H 3.206 -3.221 -1.942  0.000
H 2.310 -3.275 -4.083  0.000
H -0.314 -3.223 -1.784  0.012
H 0.507 3.459 -0.730  0.002
H -0.648 5.530 -1.552  0.000
H -2.075 0.820 3.852  0.000
H -3.097 1.464 -0.701  0.002
H 1.911 -0.558 4.725  0.000
H -4.915 4.353 -2.055  0.000
H -5.037 2.696 -1.646  0.000
H -0.168 -1.579 -2.373  0.002
H 2.862 -2.997 0.314  0.000
H 1.325 -3.867 0.213  0.000
H 1.742 -0.404 -2.249  0.002
H 1.703 -4.169 -2.032  0.000
H 3.217 -1.021 -1.550  0.010
H 1.555 0.030 2.258  0.003

Highest occupied orbital energy (spin up / spin down), eV: -7.415 / -7.306
Charge: 0
2S+1: 3
Energy relative to the best compared isomer or geometry (same formula, charge and spin), kJ/mol: 115.7
Expectation value of S²: 2.01

=====

[2]
The following is a DFT calculation (ωB97M-V with the def2-TZVPD basis set) of one molecule with the formula C20H19N3O3 in a non-equilibrium geometry.

Last column: Löwdin charge in e.
Geometry (Å):
O 1.566 -1.863 3.041  0.199
O 1.087 -1.631 0.926  0.124
O 0.321 -0.170 2.453  0.103
N 1.284 -3.335 -3.152  0.073
N 0.641 -1.218 -3.249  0.090
N 0.388 -1.691 -2.008  -0.122
C -4.036 0.868 1.195  -0.035
C -3.614 -1.412 2.005  0.001
C 4.756 3.400 -1.024  -0.047
C -0.300 -1.012 -1.024  -0.068
C 3.107 0.014 -0.185  0.033
C -5.937 -0.466 1.780  -0.078
C 4.174 0.975 -0.505  0.003
C 0.790 -3.001 -1.956  -0.100
C -1.765 0.051 1.399  -0.179
C 0.976 -1.316 2.200  -0.629
C -2.664 1.031 1.076  -0.050
C 1.459 1.582 -0.688  -0.062
C 1.740 0.329 -0.309  -0.173
C 0.581 -0.560 0.157  -0.268
C -0.218 0.308 1.218  -0.111
C 2.439 2.518 -0.961  -0.033
C 3.799 2.259 -0.929  -0.285
C -4.498 -0.363 1.704  -0.312
C 1.217 -2.145 -3.884  -0.230
C -2.230 -1.154 1.851  -0.024
H -6.372 0.120 0.898  0.110
H 0.776 -3.582 -1.084  0.115
H -6.405 0.026 2.628  0.088
H -0.720 -0.161 -1.515  0.137
H -1.202 -1.479 -0.729  0.129
H -0.012 1.332 1.378  0.144
H -3.985 -2.421 2.290  0.126
H 5.224 0.583 -0.421  0.124
H 0.413 1.828 -0.835  0.124
H 1.415 -1.957 -4.975  0.124
H 5.027 3.457 -2.117  0.110
H -6.202 -1.490 1.774  0.065
H 3.370 -0.992 0.251  0.132
H 5.617 3.176 -0.479  0.054
H -2.196 1.973 0.711  0.127
H 4.439 4.347 -0.702  0.063
H 2.111 3.537 -1.177  0.120
H -4.808 1.738 1.068  0.152
H -1.554 -2.035 1.908  0.136

SMILES string: Cc1ccc([C@H]2OC(=O)O[C@]2(Cn2cncn2)c2ccc(C)cc2)cc1
Highest occupied orbital energy, eV: -9.309
Charge: 0
Energy relative to the best compared isomer or geometry (same formula, charge and spin), kJ/mol: 403.3

=====

[3]
The following is a DFT calculation (ωB97M-V with the def2-TZVPD basis set) of C18H26BrNO4PbSi2 as an isolated structure in a non-equilibrium geometry.

Last column: Löwdin charge in e.
Geometry (Å):
Pb 1.353 -2.091 -1.815  0.887
Br 1.441 -3.630 -3.999  -0.316
Si 1.024 1.746 0.175  0.453
Si -1.314 1.429 -0.065  0.623
O 3.088 -3.105 -0.665  -0.553
O -1.786 -6.205 0.912  0.028
O 1.378 -0.183 0.556  -0.256
O 0.473 0.076 2.588  -0.027
N -1.676 -2.693 -1.281  -0.002
C 1.981 1.719 -1.474  -0.197
C -0.226 5.938 -0.025  -0.136
C -2.830 -3.208 -0.883  -0.192
C -0.561 -4.520 -0.244  -0.065
C 0.661 4.867 0.045  -0.116
C -2.946 -4.384 -0.159  -0.049
C 4.132 -2.229 -0.427  -0.377
C -1.200 3.334 -0.021  -0.299
C -0.526 -3.329 -0.978  -0.387
C 0.191 3.557 0.056  -0.278
C -2.083 4.406 -0.112  -0.121
C 0.990 -0.623 1.714  -0.677
C -2.080 0.959 -1.749  -0.211
C 2.312 2.207 1.525  -0.176
C -2.465 0.668 1.244  -0.215
C -1.770 -5.045 0.173  -0.338
C 1.165 -2.115 1.946  0.000
C -1.596 5.709 -0.102  -0.142
H -3.914 -4.773 0.144  0.093
H 4.946 -2.748 0.115  0.053
H 1.729 5.069 0.086  0.085
H 1.867 2.027 2.505  0.012
H -2.489 -0.416 1.099  0.011
H 3.844 -1.352 0.182  0.048
H -2.158 -0.127 -1.847  -0.010
H -2.278 6.552 -0.164  0.078
H 0.360 -5.030 0.015  0.110
H 1.933 -2.541 1.298  0.049
H 2.520 0.783 -1.623  -0.027
H 0.147 6.958 -0.021  0.079
H -1.444 1.320 -2.561  0.013
H 4.591 -1.824 -1.353  0.052
H -2.698 -6.383 1.158  0.083
H -3.492 1.041 1.197  0.009
H 1.392 -2.300 2.995  0.073
H 2.607 3.259 1.474  0.004
H 3.209 1.587 1.449  0.022
H 2.707 2.537 -1.498  0.018
H -3.076 1.395 -1.881  0.011
H -3.725 -2.645 -1.147  0.095
H 1.296 1.859 -2.315  0.017
H 0.215 -2.597 1.705  0.068
H -2.064 0.854 2.241  0.008
H -3.155 4.239 -0.189  0.086

Highest occupied orbital energy, eV: -1.883
Charge: -2
Energy relative to the best compared isomer or geometry (same formula, charge and spin), kJ/mol: 0.0

=====

[4]
The following is a DFT calculation (ωB97M-V with the def2-TZVPD basis set) of one molecule with the formula C8H19PSi in a non-equilibrium geometry.

Last column: Löwdin charge in e.
Geometry (Å):
P -1.244 -0.507 -0.406  0.904
Si -0.369 1.477 0.076  0.395
C -0.902 2.908 -1.105  -0.190
C 1.517 1.651 -0.101  -0.238
C 0.922 -1.675 -1.487  -0.287
C -1.072 -2.454 1.466  -0.182
C 0.715 -2.513 -0.231  -0.220
C -0.272 -0.895 -1.991  -0.395
C -0.835 1.927 1.896  -0.175
C -0.031 -1.594 0.771  -0.452
H -0.121 3.465 -1.444  -0.018
H -1.815 1.804 1.949  -0.036
H 2.135 0.802 0.173  -0.012
H 1.828 1.965 -1.174  0.056
H -1.187 -1.977 2.414  0.061
H -2.014 -2.469 0.952  0.029
H -1.082 -1.397 -2.644  0.095
H -1.566 2.506 -1.922  0.050
H -0.645 2.899 1.990  -0.027
H 1.263 -2.362 -2.407  0.147
H -0.094 0.017 -2.393  0.000
H 1.638 -2.780 0.087  0.077
H 0.530 -1.065 1.456  0.062
H -0.210 1.239 2.510  0.050
H 0.072 -3.307 -0.546  0.105
H -0.729 -3.476 1.609  0.073
H -1.392 3.629 -0.597  -0.027
H 1.762 -1.110 -1.096  0.087
H 1.930 2.402 0.715  0.068

SMILES string: C[C@H]1CCCP1[Si](C)(C)C
Highest occupied orbital energy, eV: -8.473
Charge: 0
Energy relative to the best compared isomer or geometry (same formula, charge and spin), kJ/mol: 17.7

=====

[5]
The following is a DFT calculation (ωB97M-V with the def2-TZVPD basis set) of C6H7N as an isolated structure in a non-equilibrium geometry.

Last column: Löwdin charge in e.
Geometry (Å):
N -2.959 1.086 -0.186  0.030
C -2.490 0.198 -1.030  -0.038
C 1.494 -0.275 1.102  -0.149
C -1.765 1.223 0.147  -0.175
C 0.631 0.365 0.081  -0.267
C 1.571 -0.816 -0.268  -0.120
C -0.847 0.142 0.157  -0.076
H 1.065 1.331 -0.373  0.166
H 0.896 -0.867 1.681  0.075
H -1.335 -0.742 0.536  0.113
H 2.496 -0.613 -0.839  0.103
H 1.069 -1.843 -0.465  0.134
H 2.320 0.231 1.532  0.103
H -2.147 0.580 -2.076  0.102

Highest occupied orbital energy (spin up / spin down), eV: -8.345 / -8.345
Charge: 0
Energy relative to the best compared isomer or geometry (same formula, charge and spin), kJ/mol: 707.7